Record 1
This record from the Open Molecules 2025 dataset describes CH3NOS in the gas phase at a distorted geometry. The level of theory is the ωB97M-V functional and the def2-TZVPD basis.

ORCA input file:
```
! wB97M-V def2-TZVPD RIJCOSX def2/J DEFGRID3
* xyz 0 1
C -0.479 -0.626 0.454
N -0.058 0.655 -0.048
O -1.271 -0.932 -0.569
S 1.027 0.687 -1.267
H 0.442 -1.357 0.511
H -1.112 -0.482 1.422
H 0.668 1.856 -2.027
*
```

Summary:
LUMO level (spin up / spin down)	-2.017 / -2.012	eV
energy above the lowest of the compared OMol25 structures with the same formula, charge and spin	494.0	kJ/mol


Record 2
This record from the Open Molecules 2025 dataset describes 3 unconnected molecules or ions with the total composition CH3NOS at a distorted geometry. The level of theory is the ωB97M-V functional and the def2-TZVPD basis.

ORCA input file:
```
! wB97M-V def2-TZVPD RIJCOSX def2/J DEFGRID3
* xyz 0 1
C 0.474 -2.056 1.096
N 0.009 -1.120 0.523
O -1.648 0.703 -0.022
S -0.602 -0.164 -0.622
H 1.371 -1.985 1.637
H -0.051 2.003 -1.147
H 0.447 2.619 -1.465
*
```

Summary:
LUMO level (spin up / spin down)	-0.712 / -0.696	eV
energy above the lowest of the compared OMol25 structures with the same formula, charge and spin	485.0	kJ/mol


Record 3
This record from the Open Molecules 2025 dataset describes a molecular structure, CH3NOS at a distorted geometry. The level of theory is the ωB97M-V functional and the def2-TZVPD basis.

ORCA input file:
```
! wB97M-V def2-TZVPD RIJCOSX def2/J DEFGRID3
* xyz 0 1
C 0.760 0.277 -0.072
N -0.224 -0.609 -0.226
O -1.477 -0.267 0.283
S 2.305 -0.010 -0.280
H 0.267 1.282 0.159
H -0.128 -1.575 -0.497
H -1.503 0.901 0.632
*
```

Summary:
LUMO level	-0.009	eV
energy above the lowest of the compared OMol25 structures with the same formula, charge and spin	361.3	kJ/mol


Record 4
This record from the Open Molecules 2025 dataset describes 2 unconnected molecules or ions with the total composition CH3NOS2 at a distorted geometry. The level of theory is the ωB97M-V functional and the def2-TZVPD basis.

ORCA input file:
```
! wB97M-V def2-TZVPD RIJCOSX def2/J DEFGRID3
* xyz 0 1
C 1.233 0.400 -0.124
N 0.087 0.958 0.089
O -1.644 -1.071 -0.267
S 2.777 0.314 -0.232
S -0.132 -1.942 -0.263
H 0.164 1.941 0.196
H -0.676 0.260 -0.063
H -1.809 -0.860 0.663
*
```

Summary:
LUMO level (spin up / spin down)	-0.745 / -0.747	eV
energy above the lowest of the compared OMol25 structures with the same formula, charge and spin	210.3	kJ/mol


Record 5
This record from the Open Molecules 2025 dataset describes CH3NOS2 in the gas phase at a distorted geometry. The level of theory is the ωB97M-V functional and the def2-TZVPD basis.

ORCA input file:
```
! wB97M-V def2-TZVPD RIJCOSX def2/J DEFGRID3
* xyz 0 3
C 1.242 -0.741 -0.385
N -0.928 1.394 -0.393
O -1.644 0.350 0.069
S 0.019 -1.814 0.030
S -0.937 -0.655 1.288
H 1.448 -0.412 -1.369
H 1.476 -0.213 0.451
H -0.676 2.092 0.309
*
```

Summary:
LUMO level (spin up / spin down)	0.387 / -1.369	eV
energy above the lowest of the compared OMol25 structures with the same formula, charge and spin	282.6	kJ/mol


Record 6
This record from the Open Molecules 2025 dataset describes a gas-phase ion, CH3O (charge -1) at a distorted geometry. The level of theory is the ωB97M-V functional and the def2-TZVPD basis.

ORCA input file:
```
! wB97M-V def2-TZVPD RIJCOSX def2/J DEFGRID3
* xyz -1 1
C -0.034 -0.036 -0.023
O 1.131 0.692 -0.139
H 0.124 -0.865 0.709
H -0.860 0.531 0.490
H -0.362 -0.323 -1.037
*
```

Summary:
LUMO level	5.439	eV
energy above the lowest of the compared OMol25 structures with the same formula, charge and spin	16.5	kJ/mol
structure (SMILES)	C[O-]


Record 7
This record from the Open Molecules 2025 dataset describes 2 unconnected molecules or ions with the total composition CH3O2S at a distorted geometry. The level of theory is the ωB97M-V functional and the def2-TZVPD basis.

ORCA input file:
```
! wB97M-V def2-TZVPD RIJCOSX def2/J DEFGRID3
* xyz -1 1
S 0.410 2.144 -0.678
H 1.633 1.578 -0.356
O -0.313 -2.707 0.868
C -0.228 -1.471 0.766
O -0.519 -0.654 -0.222
H 0.056 -0.918 1.662
H -0.232 0.741 -0.218
*
```

Summary:
LUMO level	3.950	eV
energy above the lowest of the compared OMol25 structures with the same formula, charge and spin	51.8	kJ/mol


Record 8
This record from the Open Molecules 2025 dataset describes 2 unconnected molecules or ions with the total composition CH3O2S. The level of theory is the ωB97M-V functional and the def2-TZVPD basis.

ORCA input file:
```
! wB97M-V def2-TZVPD RIJCOSX def2/J DEFGRID3
* xyz -1 1
S 0.488 1.627 -1.704
H 1.669 1.291 -2.228
O -0.694 -1.572 2.000
C -0.604 -0.932 0.982
O 0.072 0.182 0.904
H -1.066 -1.266 0.044
H 0.135 0.670 0.001
*
```

Summary:
LUMO level	4.120	eV
energy above the lowest of the compared OMol25 structures with the same formula, charge and spin	7.6	kJ/mol